(1)
DFT (wB97M-V/def2-TZVPD) results for a 2-piece molecular cluster, C4H11PS2 overall in a non-equilibrium geometry.

Each line ends with the natural charge from an NBO analysis.
Geometry (Å):
C (-1.96000, -0.54423, -1.68269)  -0.633
C (-0.31949, 0.32759, 2.15735)  -0.938
C (2.85821, 0.58943, -0.93027)  -0.759
C (-1.58282, -0.67500, -0.20418)  -0.777
P (-0.19626, 0.41277, 0.31017)  1.101
S (-0.23278, 2.20942, -0.43300)  -0.457
S (2.41644, -0.79858, 0.14927)  -0.119
H (-2.92764, -1.02357, -1.84718)  0.223
H (-1.83567, 0.59602, -1.80113)  0.246
H (-1.25958, -1.12931, -2.44222)  0.215
H (0.19645, -0.45095, 2.60957)  0.250
H (-0.18437, 1.29452, 2.54585)  0.253
H (-1.39200, 0.06793, 2.25814)  0.227
H (1.90041, 1.08342, -1.07529)  0.240
H (3.09220, 0.26840, -1.93309)  0.214
H (3.65703, 1.13280, -0.43015)  0.222
H (-1.27683, -1.59557, 0.28868)  0.240
H (-2.64273, -0.40916, 0.22494)  0.254

As for the calculated total energy: -1296.666775 a.u. The calculation puts the LUMO energy at -1.43 eV. For the HOMO-LUMO gap, the calculation gives 7.15 eV. The total charge is 0. For the HOMO energy, the calculation gives -8.58 eV.

(2)
DFT (wB97M-V/def2-TZVPD) results for a 2-piece molecular cluster, C4H11S overall in a non-equilibrium geometry.

Each line ends with the Mulliken spin population.
Geometry (Å):
C (-2.65265, 2.53960, -0.08947)  0.090
S (-1.01906, 1.79640, 0.17564)  -0.131
H (-2.71065, 3.64801, -0.03893)  -0.004
H (-3.49465, 2.27185, 0.57402)  -0.014
H (-2.99749, 2.34607, -1.11476)  -0.004
C (0.67663, -1.94766, 0.97878)  3.103
C (0.77286, -1.32291, -0.41319)  0.242
C (1.90069, -0.23301, -0.62502)  1.050
H (0.33418, -1.12881, 1.62808)  -0.083
H (0.02883, -2.80111, 1.20297)  -1.112
H (1.70673, -2.14562, 1.32278)  -0.569
H (0.93512, -2.02203, -1.23368)  -0.896
H (-0.15445, -0.75448, -0.57593)  -0.014
H (2.17400, -0.23798, -1.67495)  0.132
H (2.68646, -0.72122, -0.02115)  -0.541
H (1.81347, 0.71287, -0.09518)  -0.249

As for the calculated total energy: -557.015367 a.u. The calculation puts the LUMO energy (spin up / spin down) at 6.63 / 6.56 eV. Its spin multiplicity is 2. For the HOMO-LUMO gap (spin up / spin down), the calculation gives 2.16 / 6.20 eV. The total charge is -2. For the HOMO energy (spin up / spin down), the calculation gives 4.47 / 0.36 eV.

(3)
DFT (wB97M-V/def2-TZVPD) results for a 2-piece molecular cluster, C4H12 overall in a non-equilibrium geometry.

Each line ends with the Mulliken spin population.
Geometry (Å):
C (1.42582, 1.93390, -0.16965)  1.541
C (2.26907, 0.94698, 0.53975)  1.106
H (0.31185, 2.00157, 0.05770)  -0.344
H (1.79979, 3.03102, -0.21002)  -0.365
H (1.37835, 1.77452, -1.31603)  -0.494
H (3.13438, 0.52920, 0.08619)  -0.359
H (1.79433, -0.08827, 0.63324)  -0.177
H (2.51441, 1.46177, 1.43655)  -0.345
C (-2.37000, -1.44059, 0.37944)  0.554
C (-1.29784, -1.48044, -0.73407)  0.895
H (-2.00096, -1.60009, 1.52813)  -0.210
H (-2.81945, -0.36807, 0.42211)  -0.259
H (-3.21654, -1.96302, 0.30154)  0.115
H (-0.89416, -0.51116, -1.15181)  -0.104
H (-0.43104, -1.92306, -0.28626)  -0.241
H (-1.73326, -2.10348, -1.59418)  -0.313

As for the calculated total energy: -159.470699 a.u. The calculation puts the LUMO energy (spin up / spin down) at 4.34 / 4.40 eV. Its spin multiplicity is 2. For the HOMO-LUMO gap (spin up / spin down), the calculation gives 2.84 / 11.73 eV. The total charge is -1. For the HOMO energy (spin up / spin down), the calculation gives 1.50 / -7.34 eV.

(4)
DFT (wB97M-V/def2-TZVPD) results for a 2-piece molecular cluster, C4H12 overall in a non-equilibrium geometry.

Each line ends with the Mulliken spin population.
Geometry (Å):
C (2.10383, -0.03594, -0.95531)  2.296
C (0.96310, -0.52886, -1.79320)  0.203
H (3.10960, 0.06771, -1.35953)  -1.065
H (1.63943, 0.66577, -0.24651)  -0.265
H (2.34496, -0.81243, -0.22004)  -0.452
H (0.09026, -0.87743, -1.26641)  0.369
H (1.31856, -1.45843, -2.33824)  -0.089
H (0.73957, 0.06961, -2.68290)  -0.509
C (-1.76285, 1.03403, 1.57714)  1.314
C (-1.31039, -0.39545, 1.17554)  0.337
H (-0.95852, 1.52283, 2.11139)  -0.745
H (-1.89311, 1.61467, 0.62309)  -0.145
H (-2.79269, 1.10143, 1.91014)  -0.226
H (-0.23215, -0.56299, 1.15116)  0.486
H (-1.69816, -0.66124, 0.20733)  0.034
H (-1.57546, -1.15782, 1.92602)  -0.542

As for the calculated total energy: -159.496188 a.u. The calculation puts the LUMO energy (spin up / spin down) at 4.26 / 4.44 eV. Its spin multiplicity is 2. For the HOMO-LUMO gap (spin up / spin down), the calculation gives 2.74 / 11.60 eV. The total charge is -1. For the HOMO energy (spin up / spin down), the calculation gives 1.52 / -7.15 eV.

(5)
DFT (wB97M-V/def2-TZVPD) results for a 2-piece molecular cluster, C4H12 overall in a non-equilibrium geometry.

Each line ends with the Mulliken spin population.
Geometry (Å):
C (-2.39726, -0.60795, -0.08628)  1.142
C (-1.98103, -1.60406, -1.14898)  0.984
H (-3.35025, -0.85380, 0.38749)  -0.262
H (-1.73604, -0.83996, 0.76739)  -0.113
H (-2.32450, 0.43742, -0.35519)  -0.510
H (-0.99060, -1.39865, -1.57547)  -0.223
H (-1.82049, -2.64820, -0.86183)  -0.384
H (-2.65255, -1.68010, -2.01191)  -0.246
C (2.72275, 1.55986, 0.33211)  0.874
C (1.62319, 0.67182, 0.91786)  1.725
H (2.44263, 2.61977, 0.39899)  -0.224
H (3.77975, 1.56408, 0.60434)  -0.384
H (2.83518, 1.26605, -0.72422)  -0.267
H (1.73152, -0.34989, 0.54158)  -0.556
H (0.66813, 1.13636, 0.66020)  -0.239
H (1.64286, 0.58196, 2.00942)  -0.316

As for the calculated total energy: -159.511873 a.u. The calculation puts the LUMO energy (spin up / spin down) at 4.26 / 4.47 eV. Its spin multiplicity is 2. For the HOMO-LUMO gap (spin up / spin down), the calculation gives 2.72 / 12.16 eV. The total charge is -1. For the HOMO energy (spin up / spin down), the calculation gives 1.54 / -7.70 eV.

(6)
DFT (wB97M-V/def2-TZVPD) results for a 2-piece molecular cluster, C4H12 overall in a non-equilibrium geometry.

Each line ends with the Mulliken spin population.
Geometry (Å):
C (2.07355, -0.80477, 0.00676)  0.223
C (1.37644, -0.48958, -1.36188)  0.688
H (1.62048, -0.44053, 0.86130)  -0.022
H (2.09440, -1.87105, 0.19196)  -0.191
H (3.09846, -0.49314, 0.04466)  -0.105
H (1.60843, -1.13158, -2.16129)  -0.203
H (1.56194, 0.50407, -1.84380)  -0.420
H (0.33660, -0.51012, -1.21230)  0.210
C (-1.04547, 0.25103, 0.69560)  0.687
C (-2.34762, 1.07128, 0.74724)  0.631
H (-0.51640, 0.30546, 1.61058)  -0.219
H (-1.21011, -0.79425, 0.48709)  0.094
H (-0.59145, 0.64186, -0.14896)  0.589
H (-2.21142, 1.86767, -0.01963)  -0.432
H (-2.71289, 1.52093, 1.67683)  -0.242
H (-3.13494, 0.37275, 0.42582)  -0.288

As for the calculated total energy: -159.495653 a.u. The calculation puts the LUMO energy (spin up / spin down) at 4.37 / 4.38 eV. Its spin multiplicity is 2. For the HOMO-LUMO gap (spin up / spin down), the calculation gives 2.78 / 11.85 eV. The total charge is -1. For the HOMO energy (spin up / spin down), the calculation gives 1.59 / -7.47 eV.

The records above yield energy above the lowest of the compared OMol25 structures with the same formula, charge and spin values of 192.4; 146.5; 156.1; 89.2; 48.0; 90.6 kJ/mol, respectively.